Entry 1:
This record from the Open Molecules 2025 dataset describes C16H33CaN5O8P2S4 as an isolated structure in a non-equilibrium geometry. The level of theory is the ωB97M-V functional and the def2-TZVPD basis.

Positions of all 69 atoms, in Å:
N -2.3070 0.2300 3.0895
H -2.0883 1.9821 6.6100
H -2.2170 2.8965 0.2654
H 2.2626 -2.7321 -1.2759
C -1.9053 -0.0153 5.8634
C -2.6990 -1.1117 5.1491
Ca -0.1269 1.5360 1.0884
H 3.8819 -1.2784 1.8585
H -3.4378 -1.4930 3.1383
O -0.6255 3.5136 0.0347
C -1.7663 -2.8564 -1.2895
H -0.3647 -4.0488 2.9262
H -2.0502 -1.9809 5.0108
H 3.8072 3.6309 -0.7544
H -2.6451 3.0972 4.6750
H -0.9751 -5.1507 0.7857
H -1.8226 -0.1440 2.2777
N 5.0811 3.8883 1.3559
H 5.3883 4.5177 0.6390
H 3.3283 -3.7333 2.0299
S 0.0901 -0.9418 -1.9962
H 4.6158 -2.2763 0.5989
O -3.5644 0.3563 -1.3952
P -0.2151 2.7975 -1.2534
H -0.9607 0.1441 5.3381
O -1.4795 1.9208 -1.7548
H -3.9395 1.9679 4.3075
H 3.6587 -2.0295 -2.1115
N 3.4035 3.1086 0.0024
H -2.4970 -2.0578 -1.4448
C -2.6563 1.3161 5.9621
N 1.6032 1.0061 2.4983
C -0.5288 -2.6184 -2.1643
C -2.0658 1.5023 3.4709
H 1.0335 -4.8865 2.2552
O -1.5440 0.2913 0.2162
C 0.3475 -4.0525 2.0968
H 2.4765 -3.6321 0.4901
H -0.5626 3.6198 -3.1999
H 1.7388 -1.7069 -3.5579
H 2.0755 -0.1174 -2.8528
H -3.5452 -1.4264 5.7663
C 1.7505 -1.1352 -2.6282
H -0.8092 -2.7829 -3.2078
C -0.3969 -4.2236 0.7638
C -3.2430 -0.6472 3.7932
C 3.9742 3.1348 1.2053
H 0.3230 -4.2887 -0.0560
C 3.6685 -1.8924 0.9803
O 1.0153 1.9540 -0.9649
H -2.2300 -3.8038 -1.5652
H -4.1843 -0.1164 3.9274
S 1.2877 -2.5210 2.2306
O -1.1956 2.2060 2.9146
H 0.2662 -3.3230 -1.9108
H -3.6216 1.1469 6.4432
H -1.6504 -0.3594 6.8655
H 2.6069 2.5118 -0.2352
S 2.9867 -0.7298 -0.2086
C -2.8902 2.0425 4.6000
C 2.5090 1.7172 2.3152
C 2.7048 -1.7996 -1.6290
O -3.0414 2.3366 0.2083
P -2.5167 1.0735 -0.6751
S -1.4886 -2.8382 0.5042
O 0.0298 3.7894 -2.4610
N 3.5879 2.4854 2.2920
C 2.7709 -3.0635 1.3718
H 5.4351 4.0011 2.2888

Kohn-Sham gap, eV: 8.0
Molar mass, g mol⁻¹: 653.76
Relative energy (zero: lowest compared OMol25 entry of this formula, charge and spin), eV: 1.849
LUMO energy, eV: 0.330
Total charge: 0
E_HOMO, eV: -7.649
Calculated total energy, a.u.: -4458.740369

Atomic partial charges in e from the natural (NBO) method, atoms 1 to 8: -0.599, 0.217, 0.506, 0.202, -0.406, -0.408, 1.777, 0.236

***

Entry 2:
This record from the Open Molecules 2025 dataset describes one molecule with the formula C16H33F5NOP. The level of theory is the ωB97M-V functional and the def2-TZVPD basis.

Positions of all 57 atoms, in Å:
H 4.4140 -1.1468 -1.7012
H -2.9033 2.7600 0.3504
H -3.6929 1.3790 1.0789
F 7.9834 1.0430 1.0900
H -3.6620 -2.4368 -0.6367
H 0.6055 -3.7115 0.0710
H -5.4317 1.2048 -2.1883
H -0.8897 -1.2161 1.0025
H 5.6699 -0.5414 0.9998
P 1.7546 -1.5638 -0.0523
C 7.7238 1.0637 -0.2235
F 8.1407 2.2233 -0.7243
C 6.2127 0.8524 -0.4665
O 1.7459 -2.2735 -1.6491
C -4.8656 2.3464 -0.4607
H -5.2408 0.2462 -0.7379
H -3.7740 1.9675 3.5037
H -3.1540 1.2190 -2.6975
C -1.5131 -2.2575 -0.7645
C 3.5420 -1.8491 0.1355
H -3.8385 3.6744 3.9553
C -3.8724 2.3952 0.7041
C -2.9201 -1.6465 -0.7748
C 4.3123 -0.7921 -0.6765
H 3.8168 -1.7890 1.1894
C -3.3972 0.6654 -1.7855
H -1.5535 -3.2934 -1.1181
H -5.8777 2.4341 -0.0542
H -1.4674 -2.8423 1.3087
H 0.9369 0.0910 1.4769
H 6.4283 -1.2542 -0.4227
H -4.1949 -1.2036 -2.4701
C 0.5693 -2.7772 0.6370
H 3.7530 0.1443 -0.7221
H 3.7748 -2.8486 -0.2377
H 1.2632 -0.4557 -0.7556
C -3.2577 -0.8355 -2.0404
F 5.5791 1.8142 0.2436
C -4.7966 1.0718 -1.3073
C -3.5692 2.9828 3.1555
H -4.1656 4.3306 1.5992
H -2.4908 3.0640 2.9944
H 1.9697 -0.9136 2.2574
C -4.3248 3.2810 1.8657
F 8.4342 0.0787 -0.7970
H -2.4905 -1.0033 -2.8006
H -0.8654 -1.7257 -1.4674
H -5.4003 3.1575 2.0254
H -4.7276 3.2213 -1.1048
H -2.6556 0.9710 -1.0408
F 5.9949 1.1191 -1.7750
C -0.8672 -2.2408 0.6187
C 5.7005 -0.5121 -0.0914
N 1.7802 -0.4598 1.3669
H 1.8980 -3.2271 -1.6511
H 0.8748 -2.9922 1.6644
H -3.0183 -0.9928 0.1009

Kohn-Sham gap, eV: 10.1
Molar mass, g mol⁻¹: 381.41
Structure (SMILES): CCCCCCCCCCC[PH](N)(O)CCCC(F)(F)C(F)(F)F
LUMO energy, eV: 0.723
Total charge: 0
E_HOMO, eV: -9.392
Calculated total energy, a.u.: -1600.150083

Atomic partial charges in e from the natural (NBO) method, atoms 1 to 8: 0.228, 0.199, 0.189, -0.314, 0.203, 0.217, 0.204, 0.196

***

Entry 3:
This record from the Open Molecules 2025 dataset describes an isolated ion of composition C16H33FN4O3P and charge +1 in a non-equilibrium geometry. The level of theory is the ωB97M-V functional and the def2-TZVPD basis.

Positions of all 58 atoms, in Å:
H 2.9781 -1.6681 1.8040
H 3.8037 -3.4023 0.4505
H 2.7818 -3.0009 -0.9725
H 1.3098 -1.7440 1.1759
H 3.6836 3.6044 0.3774
F 0.8528 3.6253 0.7494
H 4.6237 -1.3037 -0.7228
H -0.3698 3.7398 -1.2080
O -3.2524 0.5737 -1.6794
N -0.0605 1.6269 -1.2200
H 1.4036 -4.7628 -0.3491
H -0.0550 0.0183 3.0941
H 1.8456 -1.2245 -3.4000
H 2.3155 -4.9825 1.1781
H -0.4676 -1.9137 -2.4651
N -0.3007 0.4485 -1.8348
C -2.2359 2.8268 -0.5791
C 2.3792 -1.7161 0.8579
C 2.7121 -0.3987 0.0651
H -4.6787 -0.4715 2.5658
H 0.8839 -3.8194 1.0720
H 3.4599 2.6186 -1.0959
H 0.5326 -2.6047 -1.1715
C 0.5410 -1.8334 -1.9807
H 3.0968 0.3364 0.8182
H 2.6058 4.2598 -0.8874
N 1.5373 0.2387 -0.5777
H -6.0207 -0.1153 -0.2179
H -6.3499 0.2696 2.1858
C -5.5559 -0.4474 1.8837
C 2.7875 -3.0522 0.1385
H -1.7346 -0.2147 3.7665
H 2.1833 2.1982 1.3015
C 0.6270 -0.3953 -1.4470
H 1.0364 -2.5768 -3.8053
H -2.1210 3.3526 0.4042
C -1.1166 -0.2113 2.8436
H 3.3774 -0.8369 -1.9735
C 1.7367 2.6108 0.3622
C 1.0606 1.5056 -0.4784
C -1.6632 0.8556 1.8265
C -0.9227 2.7994 -1.4373
O -2.0663 0.2108 0.5965
H -4.3867 -0.8412 0.1066
C -5.1142 -0.0499 0.4198
H -2.5167 1.4093 2.2995
C 1.7884 -4.2252 0.5484
N 1.5486 -2.1354 -3.0423
H -0.8545 1.6148 1.6474
O -4.5104 1.2794 0.3913
H -1.1202 -1.2368 2.3982
H 4.3344 0.4410 -1.1525
H -1.1590 2.8231 -2.5256
C 3.8554 -0.5543 -1.0115
H -2.9742 3.4494 -1.1487
P -3.0405 1.1773 -0.3383
C 2.9331 3.3096 -0.4004
H -5.9675 -1.4848 1.7941

Kohn-Sham gap, eV: 9.9
Molar mass, g mol⁻¹: 379.44
Structure (SMILES): CCC[C@@H](C)n1c(CN)n[n+](CCP(=O)(OCC)OCC)c1[C@@H](C)F
LUMO energy, eV: -2.803
Total charge: +1
E_HOMO, eV: -12.686
Calculated total energy, a.u.: -1515.214469

Atomic partial charges in e from the natural (NBO) method, atoms 1 to 8: 0.236, 0.223, 0.235, 0.220, 0.242, -0.343, 0.251, 0.253

***

Entry 4:
This record from the Open Molecules 2025 dataset describes C16H33LiN3O3Sb as an isolated structure. The level of theory is the ωB97M-V functional and the def2-TZVPD basis.

Positions of all 57 atoms, in Å:
C 1.8426 2.4043 -0.4908
C -2.5699 -3.0605 1.2762
H -1.2904 -6.0725 -1.6955
H -4.1397 0.7232 2.4002
C 0.7962 -3.2619 -0.2529
H -2.6877 0.7068 -3.9530
H -5.1684 0.7259 -1.2653
H 1.7336 -5.7413 -1.3749
H -0.6737 -7.0473 1.6710
C -1.7148 -1.5455 -2.7550
H 1.2980 -5.6519 1.2740
H -2.8027 1.8566 2.1842
C -5.1693 0.9595 -0.1989
N 1.0674 -2.1415 -0.2648
C -0.2864 -6.4744 -1.5092
H -5.1727 -1.9448 -0.7290
H 1.7515 3.4411 -0.1642
C 0.8064 2.1463 -1.6087
H -0.6930 -1.1696 -2.6575
C -4.4608 -2.6569 -0.3144
H -1.5688 1.2470 -2.6983
H -3.3090 1.5347 -2.5278
C -3.7916 1.5802 1.8156
O 0.4443 0.9298 -1.7457
H 2.5821 1.3738 1.1452
H -0.0396 -4.5840 1.7676
H 1.0248 1.7896 1.2868
H -1.6711 -6.0057 0.6266
H 0.6469 -4.7111 -2.3398
H -3.9012 -3.0909 -1.1473
H -5.8264 1.8228 -0.0521
H -1.7761 -2.5143 -2.2460
H -4.1178 -1.5920 1.5181
H -4.4712 2.4121 2.0226
N 0.4122 -4.5217 -0.2715
O 0.4336 3.1150 -2.2589
C -2.7044 -0.5327 -2.1826
H -1.9191 -2.6411 2.0465
C -3.7710 1.2566 0.3260
C -2.5590 0.8204 -2.8721
H -3.7226 -0.9078 -2.3075
Sb -2.3396 -0.3296 -0.0560
H -5.6176 0.1179 0.3333
H -1.9081 -1.7153 -3.8186
H -1.9280 -3.4672 0.4882
H -0.0260 -7.1664 -2.3082
C -3.5242 -2.0149 0.7011
C 0.7185 -5.3384 -1.4522
C -0.6628 -6.4054 0.7918
N 1.7134 1.4399 0.6285
H -3.3578 2.1083 -0.2202
H -5.0317 -3.4677 0.1504
C 0.3150 -5.2605 0.9910
Li 0.8590 -0.1287 -0.3266
O -0.2773 -7.2145 -0.3029
H 2.8304 2.2796 -0.9373
H -3.1199 -3.8994 1.7168

Kohn-Sham gap, eV: 8.1
Molar mass, g mol⁻¹: 444.16
Relative energy (zero: lowest compared OMol25 entry of this formula, charge and spin), eV: 0.087
LUMO energy, eV: 0.197
Total charge: 0
E_HOMO, eV: -7.942
Calculated total energy, a.u.: -1267.254785

Atomic partial charges in e from the natural (NBO) method, atoms 1 to 8: -0.347, -0.624, 0.175, 0.195, 0.527, 0.203, 0.213, 0.196